(1)
# C40H30F6GeIN4O10S2Zr

A molecular structure, C40H30F6GeIN4O10S2Zr (ωB97M-V/def2-TZVPD, the OMol25 dataset).

Values from the calculation:
charge = -1
F_max = 0.6 eV/A
relative energy (zero: lowest compared OMol25 entry of this formula, charge and spin) = 90.77 kcal per mole
E_LUMO = 1.731 eV

Cartesian coordinates (Å):
Zr -0.7377 -0.6105 0.1283
O -0.9495 -4.1925 2.2287
C -0.5131 -3.0734 1.5992
O -1.3748 -2.0927 1.4558
C 0.7510 -2.9315 1.1326
C 1.7959 -3.9111 1.1986
C 3.0644 -3.5657 0.9207
C 3.3551 -2.1704 0.6711
C 2.3696 -1.2631 0.5432
N 1.0063 -1.6302 0.5474
C 2.8284 0.1583 0.3963
O 3.7889 0.4447 -0.2706
O 2.1791 1.1629 1.0229
H -1.9040 -4.0888 2.3306
H 1.5245 -4.9164 1.4973
H 3.8687 -4.2873 0.9610
H 4.3752 -1.8160 0.6343
F -2.6612 2.1925 3.5003
C -1.9087 2.8286 2.5848
F -1.6514 4.0622 3.0488
F -2.6954 2.9864 1.5019
S -0.2764 1.8709 2.2908
O -1.0770 0.6580 1.7558
O -0.0307 2.0969 3.7274
N 0.0573 2.9264 1.0123
S -0.0655 2.5268 -0.4454
O 0.5430 3.4365 -1.3607
O 0.2401 1.0667 -0.7041
C -1.7992 2.4152 -1.1283
F -2.4685 3.5448 -0.9712
F -2.4725 1.3926 -0.5149
F -1.7485 2.1205 -2.4204
C 1.4346 1.0216 2.2378
Ge 2.5966 1.8268 3.6287
C 4.3958 1.1850 3.1444
C 5.3790 1.9969 2.5827
C 6.6138 1.4758 2.2205
C 6.8856 0.1293 2.4158
C 5.9210 -0.6921 2.9819
C 4.6891 -0.1645 3.3433
C 2.5271 3.7625 3.4626
C 2.1550 4.5704 4.5341
C 2.0519 5.9458 4.3795
C 2.3096 6.5266 3.1459
C 2.6657 5.7303 2.0668
C 2.7747 4.3556 2.2241
C 2.3275 1.1582 5.4402
C 3.1494 1.6159 6.4684
C 3.0357 1.1046 7.7547
C 2.1057 0.1114 8.0242
C 1.2867 -0.3600 7.0072
C 1.3928 0.1658 5.7271
H 1.2374 -0.0314 2.4583
H 5.1790 3.0494 2.4201
H 7.3623 2.1213 1.7770
H 7.8469 -0.2786 2.1276
H 6.1252 -1.7449 3.1386
H 3.9443 -0.8186 3.7877
H 1.9230 4.1175 5.4916
H 1.7548 6.5631 5.2188
H 2.2177 7.5988 3.0217
H 2.8408 6.1757 1.0953
H 3.0210 3.7405 1.3657
H 3.8924 2.3802 6.2628
H 3.6766 1.4784 8.5442
H 2.0171 -0.2932 9.0251
H 0.5555 -1.1320 7.2132
H 0.7216 -0.1878 4.9539
I -2.2976 -8.6296 -0.5967
C -2.5113 -6.5507 -0.7112
C -3.7620 -5.9839 -0.5065
C -3.8934 -4.6064 -0.5724
C -2.7925 -3.8035 -0.8473
C -1.5484 -4.3898 -1.0539
C -1.4016 -5.7679 -0.9826
C -2.9714 -2.3110 -0.8555
O -4.0145 -1.7945 -0.5342
O -1.8987 -1.6286 -1.2402
H -4.6193 -6.6069 -0.2926
H -4.8500 -4.1302 -0.4017
H -0.6847 -3.7711 -1.2526
H -0.4278 -6.2169 -1.1234
N -0.6525 -2.6680 -3.6964
C 0.6288 -2.2171 -3.4589
C 1.7433 -2.9207 -3.9317
C 2.9949 -2.3698 -3.7559
C 3.1157 -1.1332 -3.1361
C 1.9584 -0.5275 -2.6857
N 0.7389 -1.0570 -2.8048
H -0.7570 -3.6599 -3.8297
H -1.3355 -2.2547 -3.0747
H 1.6099 -3.8707 -4.4342
H 3.8727 -2.8992 -4.1065
H 4.0723 -0.6621 -2.9658
H 2.0037 0.4342 -2.1938

(2)
# C40H30IN7PSrTe

A molecular structure, C40H30IN7PSrTe at a distorted geometry (ωB97M-V/def2-TZVPD, the OMol25 dataset).

Values from the calculation:
charge = -1
F_max = 2.2 eV/A
relative energy (zero: lowest compared OMol25 entry of this formula, charge and spin) = 26.24 kcal per mole
E_LUMO (spin up / spin down) = 1.395 / 1.394 eV

Cartesian coordinates (Å):
Sr -1.2974 -0.9627 -1.0165
N -3.1144 -4.0440 1.8900
C -2.8377 -2.7493 1.6836
N -2.1798 -2.6016 0.5694
C -2.0648 -3.8752 0.0764
N -2.6315 -4.7867 0.8747
C -1.4436 -4.1782 -1.1604
C -1.3575 -5.4961 -1.6316
N -0.8397 -5.8148 -2.7930
C -0.3541 -4.7774 -3.5224
C -0.3857 -3.4840 -3.0596
N -0.9346 -3.1459 -1.8978
H -3.6101 -4.4865 2.6454
H -3.1298 -1.9680 2.3545
H -1.7362 -6.2955 -1.0058
H 0.0686 -5.0310 -4.4835
H 0.0384 -2.6720 -3.6342
C 2.5481 3.4529 -3.0176
C 2.8024 2.2806 -2.3145
C 1.8255 1.3256 -2.1605
C 0.5364 1.5160 -2.7017
C 0.2783 2.7365 -3.3686
C 1.2769 3.6679 -3.5361
N -0.3332 0.4798 -2.6755
N -1.6279 0.7392 -2.8563
C -2.3552 -0.2383 -3.4481
C -1.8596 -0.9851 -4.5301
C -2.6805 -1.8609 -5.2085
C -3.9927 -2.0466 -4.7986
C -4.4719 -1.3657 -3.6857
C -3.6668 -0.4842 -3.0002
H 3.3315 4.1874 -3.1592
H 3.7927 2.1061 -1.9092
H 2.0370 0.3958 -1.6394
H -0.7070 2.8915 -3.7859
H 1.0731 4.5725 -4.0970
H -0.8473 -0.7998 -4.8658
H -2.3057 -2.3937 -6.0744
H -4.6252 -2.7526 -5.3209
H -5.4720 -1.5669 -3.3176
I 1.5077 -2.4009 0.8886
C 3.1331 -1.4009 1.8473
C 4.3007 -2.1501 1.8345
C 5.4167 -1.7483 2.5493
C 5.3327 -0.6170 3.3269
C 4.1667 0.1730 3.3423
C 4.1317 1.3049 4.1773
C 3.0226 2.1228 4.2113
C 1.9620 1.8598 3.3679
C 1.9537 0.7610 2.4992
P 0.5192 0.7225 1.3603
C 0.4334 2.4555 0.7606
C 1.5129 3.3296 0.7011
C 1.3586 4.5875 0.1447
C 0.1404 4.9764 -0.3809
C -0.9298 4.0986 -0.3627
C -0.7814 2.8465 0.1985
C -0.7605 0.7504 2.6880
C -1.4530 1.8817 3.1098
C -2.3500 1.8028 4.1598
C -2.5734 0.6002 4.8064
C -1.8845 -0.5303 4.3981
C -0.9867 -0.4534 3.3509
C 3.0327 -0.1672 2.5249
H 4.3316 -3.0705 1.2724
H 6.3227 -2.3393 2.5142
H 6.1680 -0.3091 3.9398
H 4.9929 1.5081 4.7996
H 2.9945 2.9791 4.8710
H 1.1148 2.5318 3.3595
H 2.4749 3.0359 1.0977
H 2.1954 5.2707 0.1131
H 0.0320 5.9550 -0.8211
H -1.8769 4.3861 -0.7934
H -1.6136 2.1487 0.1890
H -1.2970 2.8302 2.6171
H -2.8735 2.6913 4.4829
H -3.2716 0.5413 5.6302
H -2.0423 -1.4717 4.9061
H -0.4495 -1.3390 3.0413
Te -4.1547 0.3572 -1.1412

(3)
# C40H30IrN7S2

A molecular structure, C40H30IrN7S2 (ωB97M-V/def2-TZVPD, the OMol25 dataset).

Values from the calculation:
charge = +2
F_max = 0.6 eV/A
relative energy (zero: lowest compared OMol25 entry of this formula, charge and spin) = 0.00 kcal per mole
E_LUMO = -5.973 eV

Cartesian coordinates (Å):
Ir 0.2120 0.0403 0.2180
C -6.4660 1.9177 0.8396
C -5.1195 1.2644 0.9726
C -4.9870 -0.1236 1.0197
C -3.7422 -0.7101 1.0978
C -2.5744 0.0541 1.1648
N -1.3172 -0.6107 1.1676
C -1.2360 -1.7908 1.9807
C -1.8379 -1.7984 3.2386
C -1.7394 -2.8900 4.0778
C -1.0053 -4.0182 3.7156
C -0.8566 -5.1894 4.6456
C -0.3736 -3.9973 2.4843
C -0.5002 -2.9127 1.6216
N 0.1787 -2.9792 0.3730
C 0.4954 -4.0878 -0.3210
C 1.3480 -3.7284 -1.3391
C 1.4946 -2.3520 -1.2089
N 0.7917 -1.9011 -0.1679
C -2.7036 1.4376 1.1071
C -3.9626 2.0245 1.0020
N -1.5674 2.2996 1.1641
C -1.5652 3.6029 1.5144
C -0.3433 4.1356 1.1877
C 0.3687 3.0766 0.6311
N -0.3739 1.9698 0.6179
H -7.2502 1.2895 1.2578
H -6.7046 2.0869 -0.2122
H -6.4934 2.8826 1.3438
H -5.8692 -0.7498 0.9815
H -3.6560 -1.7882 1.1165
H -2.3942 -0.9285 3.5597
H -2.2284 -2.8568 5.0431
H -1.6975 -5.2516 5.3337
H 0.0523 -5.0928 5.2423
H -0.7925 -6.1277 4.0966
H 0.2451 -4.8360 2.1910
H 0.0952 -5.0465 -0.0409
H 1.7913 -4.3706 -2.0786
H 2.0709 -1.6718 -1.8132
H -4.0479 3.0993 0.9176
H -2.4170 4.0507 1.9937
H -0.0064 5.1441 1.3470
H 1.3810 3.0638 0.2676
S 4.8082 1.0902 3.5126
C 6.3452 1.4875 4.1296
C 7.2020 1.8842 3.1491
C 6.5954 1.8702 1.8686
C 5.2891 1.4633 1.9030
C 4.3646 1.3363 0.7731
C 3.0512 0.8573 0.9854
N 2.1769 0.7292 0.0038
C 2.5501 1.0617 -1.2509
C 3.8092 1.5425 -1.5772
C 4.0644 1.8579 -2.9626
C 3.1120 1.6825 -3.9083
C 1.8027 1.1784 -3.5688
C 0.7554 0.9464 -4.4771
C -0.4603 0.4501 -4.0395
C -0.6056 0.1903 -2.6578
N 0.3682 0.4018 -1.7937
C 1.5509 0.8873 -2.2377
C -1.5883 0.1874 -4.9382
C -2.8116 -0.3429 -4.6214
C -3.6660 -0.4652 -5.7449
C -3.0737 -0.0248 -6.8892
S -1.4931 0.5464 -6.6146
C 4.7244 1.6775 -0.5210
H 6.5375 1.4053 5.1872
H 8.2249 2.1753 3.3324
H 7.1201 2.1528 0.9673
H 2.7044 0.5719 1.9708
H 5.0413 2.2357 -3.2343
H 3.3198 1.9184 -4.9437
H 0.9160 1.1585 -5.5277
H -1.5350 -0.1823 -2.2496
H -3.1055 -0.6482 -3.6271
H -4.6684 -0.8632 -5.7064
H -3.4876 -0.0021 -7.8845
H 5.7170 2.0537 -0.7315

(4)
# C40H31ClMoN5O8

A molecular structure, C40H31ClMoN5O8 at a distorted geometry (ωB97M-V/def2-TZVPD, the OMol25 dataset).

Values from the calculation:
charge = +1
F_max = 2.2 eV/A
E_LUMO (spin up / spin down) = -4.429 / -4.421 eV

Cartesian coordinates (Å):
Mo -0.0138 -0.1716 -0.0910
Cl -7.3369 -0.0130 0.4384
C -5.6170 0.0111 0.5791
C -5.0295 -0.0088 1.8405
C -3.6520 -0.0211 1.9770
C -2.8698 -0.0263 0.8467
O -1.5071 -0.0915 0.9398
C -3.4400 0.0149 -0.4187
C -2.6192 0.0271 -1.6066
O -1.4020 0.0223 -1.6278
C -4.8306 0.0377 -0.5469
H -5.6658 -0.0089 2.7178
H -3.1758 -0.0266 2.9500
H -3.1179 0.0669 -2.5787
H -5.2841 0.0598 -1.5348
C 7.2583 1.9838 1.5309
C 6.8591 2.4106 0.1337
C 7.8462 2.4632 -0.8353
C 7.5270 2.8073 -2.1369
C 6.2208 3.1083 -2.4621
C 5.2085 3.0728 -1.5026
N 3.9108 3.3843 -2.0124
C 2.6882 3.4678 -1.3150
C 2.3894 4.6528 -0.6509
C 1.2460 4.7846 0.1161
C 0.3630 3.7255 0.2392
C 0.6331 2.5623 -0.4448
C 1.7686 2.4086 -1.2477
C 2.0411 1.1090 -1.9241
O 2.8036 0.9005 -2.8028
O 1.2874 0.0749 -1.3897
C 5.5189 2.7221 -0.1803
C 4.4664 2.5979 0.9085
H 8.3176 1.7327 1.5561
H 6.6984 1.1048 1.8600
H 7.0877 2.7760 2.2651
H 8.8707 2.2232 -0.5710
H 8.2972 2.8402 -2.9003
H 5.9577 3.3799 -3.4825
H 3.8070 3.1173 -2.9704
H 3.0962 5.4699 -0.7366
H 1.0452 5.7151 0.6349
H -0.5114 3.8004 0.8740
H -0.1317 1.7857 -0.3738
H 3.8669 3.5005 1.0282
H 4.9268 2.3972 1.8732
H 3.7760 1.7724 0.7061
C 0.9288 -4.2449 -1.1376
C 0.7779 -2.8802 -1.1244
N 0.0185 -2.2598 -0.1975
C -0.6264 -3.0119 0.7049
C -0.5570 -4.3907 0.7290
C 0.2653 -5.0140 -0.1948
C -1.3295 -5.1666 1.7363
C -2.6415 -5.1602 1.9648
C -3.7374 -4.4809 1.2255
C -5.0256 -4.5352 1.7371
C -6.0359 -3.9291 1.0094
N -5.8109 -3.3265 -0.1573
C -4.5444 -3.3426 -0.5697
N -3.4957 -3.8676 0.0599
H 1.5636 -4.6975 -1.8870
H 1.2735 -2.2527 -1.8457
H -1.2226 -2.4967 1.4396
H 0.3688 -6.0948 -0.1865
H -0.7238 -5.8254 2.3541
H -2.9937 -5.7841 2.7802
H -5.2367 -5.0364 2.6749
H -7.0614 -3.9287 1.3677
H -4.3425 -2.8786 -1.5311
O 0.7570 1.4995 2.3631
C 1.5035 0.5441 2.2764
O 1.3233 -0.4280 1.3701
C 2.6738 0.3678 3.1776
C 3.6521 -0.5880 2.9243
C 4.7543 -0.6918 3.7611
C 4.8775 0.1521 4.8549
C 3.8854 1.0846 5.0877
C 2.7861 1.2121 4.2690
N 4.0068 1.9896 6.2639
O 3.0904 2.7643 6.4751
O 5.0139 1.9011 6.9418
H 3.5494 -1.2349 2.0651
H 5.5226 -1.4295 3.5633
H 5.7243 0.0957 5.5238
H 2.0300 1.9586 4.4679

(5)
# C40H31FGeN3O3S3Sr

A molecular structure, C40H31FGeN3O3S3Sr at a distorted geometry (ωB97M-V/def2-TZVPD, the OMol25 dataset).

Values from the calculation:
F_max = 2.0 eV/A
multiplicity = 2
relative energy (zero: lowest compared OMol25 entry of this formula, charge and spin) = 11.39 kcal per mole
E_LUMO (spin up / spin down) = -0.398 / -1.553 eV

Cartesian coordinates (Å):
Sr -0.8065 1.1715 -0.0578
C 1.9332 4.5620 6.2648
C 0.4190 4.4173 6.2207
C -0.1927 4.0717 7.5691
C 0.3209 2.7259 8.0556
C 0.1915 1.6786 6.9784
C 0.2094 0.3411 7.2909
C 0.0426 -0.6260 6.2992
F 0.0762 -1.9180 6.6741
C -0.1647 -0.3036 4.9934
C -0.1760 1.0565 4.6458
C -0.3637 1.4294 3.2546
O -0.5351 0.5696 2.3603
C -0.3357 2.8317 2.9587
C -0.1405 3.7293 3.9537
N 0.0334 3.3795 5.2450
C 0.0149 2.0408 5.6205
C -0.5883 3.1171 1.5102
O -1.7729 3.0302 1.1053
O 0.3971 3.0820 0.7200
H 2.2201 5.2760 7.0382
H 2.3243 4.9138 5.3099
H 2.4123 3.6063 6.4788
H -0.0238 5.3431 5.8500
H -1.2796 4.0353 7.4668
H 0.0431 4.8630 8.2812
H -0.2415 2.4003 8.9316
H 1.3638 2.8053 8.3733
H 0.3338 0.0169 8.3168
H -0.3193 -1.0551 4.2321
H -0.1015 4.7949 3.7635
C 3.7409 2.0002 4.1658
C 3.8631 2.8090 3.0424
C 3.4148 2.3598 1.8090
C 2.8471 1.0907 1.6770
C 2.7160 0.2962 2.8159
C 3.1638 0.7441 4.0529
Ge 2.2601 0.4385 -0.0507
C 3.0347 1.4663 -1.4826
C 4.0477 0.9153 -2.2674
C 4.6597 1.6777 -3.2535
C 4.2593 2.9864 -3.4743
C 3.2423 3.5415 -2.7084
C 2.6312 2.7840 -1.7184
C 2.6201 -1.4481 -0.1857
C 1.9039 -2.2321 -1.0943
C 2.2328 -3.5641 -1.2991
C 3.2898 -4.1294 -0.5996
C 4.0110 -3.3652 0.3042
C 3.6789 -2.0326 0.5135
H 4.1023 2.3464 5.1267
H 4.3136 3.7905 3.1259
H 3.5135 3.0087 0.9477
H 2.2509 -0.6812 2.7509
H 3.0559 0.1103 4.9247
H 4.3636 -0.1101 -2.1130
H 5.4502 1.2458 -3.8542
H 4.7367 3.5763 -4.2463
H 2.9235 4.5616 -2.8786
H 1.8491 3.2351 -1.1184
H 1.0657 -1.8151 -1.6413
H 1.6597 -4.1565 -1.9999
H 3.5474 -5.1688 -0.7590
H 4.8355 -3.8048 0.8511
H 4.2581 -1.4514 1.2212
S -7.2532 -0.4216 -0.2246
C -5.6062 -0.3702 -0.4092
S -4.5796 -1.7649 -0.2982
C -3.1795 -0.7937 -0.5560
N -3.4333 0.4786 -0.6888
N -4.8107 0.6942 -0.6399
C -5.2485 2.0359 -0.8823
C -4.6881 3.0655 -0.1459
C -5.0860 4.3697 -0.4010
C -6.0408 4.6326 -1.3732
C -6.5926 3.5876 -2.1021
C -6.1953 2.2815 -1.8635
S -1.5908 -1.5353 -0.6277
H -3.9451 2.8527 0.6086
H -4.6482 5.1784 0.1692
H -6.3543 5.6504 -1.5647
H -7.3346 3.7875 -2.8638
H -6.6135 1.4573 -2.4212